(i)
Computed, not measured: an isolated molecule of C7H13N3O4, with wB97M-V/def2-TZVPD.

Bonds (Å) are listed after each position.
Positions of all 27 atoms, in Å:
1 N -1.25762 0.48823 3.25882  C2 1.401, H15 1.055, H16 0.986
2 C -2.12273 -0.51995 2.81405  N1 1.401, C3 1.538, H17 1.158, H18 1.073
3 C -1.76768 -0.76250 1.33731  C2 1.538, O4 1.235, N5 1.339
4 O -2.56429 -1.45098 0.69274  C3 1.235
5 N -0.56188 -0.25722 1.04938  C3 1.339, C6 1.399, H19 1.024
6 C 0.18711 -0.98427 0.11779  N5 1.399, C7 1.513, C12 1.538, H20 1.206
7 C 0.11072 -0.52287 -1.32132  C6 1.513, C8 1.523, H21 1.129, H22 1.067
8 C 0.44578 0.96298 -1.34560  C7 1.523, C9 1.621, H23 1.114, H24 1.084
9 C 0.42554 1.49217 -2.87751  C8 1.621, N10 1.390, O11 1.189
10 N 1.07869 2.71781 -2.94482  C9 1.390, H25 1.007, H26 1.037
11 O -0.11585 0.98978 -3.80872  C9 1.189
12 C 1.58997 -0.86333 0.73533  C6 1.538, O13 1.187, O14 1.354
13 O 1.82799 -0.30338 1.75479  C12 1.187
14 O 2.67003 -1.45295 0.16995  C12 1.354, H27 0.982
15 H -1.73874 1.33419 2.85179  N1 1.055
16 H -1.21436 0.54914 4.24154  N1 0.986
17 H -3.22467 -0.17262 2.73374  C2 1.158
18 H -2.07688 -1.45870 3.33137  C2 1.073
19 H 0.06595 0.15552 1.74482  N5 1.024
20 H -0.00144 -2.17432 0.16476  C6 1.206
21 H 0.97431 -1.04642 -1.82654  C7 1.129
22 H -0.83742 -0.67168 -1.78665  C7 1.067
23 H 1.40308 1.23022 -0.84151  C8 1.114
24 H -0.38203 1.50201 -0.89832  C8 1.084
25 H 1.22738 3.21845 -2.08385  N10 1.007
26 H 0.71874 3.42165 -3.61649  N10 1.037
27 H 2.51636 -1.60240 -0.78875  O14 0.982

Output
**Frontier orbital gap**: 9.869 eV
**Molecular weight**: 203.198 g mol⁻¹
**HOMO**: -0.345 hartree
**Spin multiplicity**: 1

Results of the Mulliken charge analysis, in e, for atoms 1 through 2: -0.54, -0.48

(ii)
Computed, not measured: an isolated molecule of C7H13N3O4, with wB97M-V/def2-TZVPD.

Bonds (Å) are listed after each position.
Positions of all 27 atoms, in Å:
1 C 3.82365 -0.13411 0.00957  C2 1.569, H15 1.071, H16 1.052, H17 1.141
2 C 2.36776 -0.46359 0.49190  C1 1.569, N3 1.515, C4 1.574, H18 1.079
3 N 1.78602 -1.81893 0.14587  C2 1.515, H19 1.029, H20 0.991
4 C 1.30138 0.62976 0.11032  C2 1.574, O5 1.243, N6 1.375
5 O 1.48490 1.84729 -0.05956  C4 1.243
6 N 0.04720 0.06771 0.06477  C4 1.375, C7 1.470, H21 1.047
7 C -0.93497 0.93061 -0.60702  N6 1.470, C8 1.523, C12 1.517, H22 1.127
8 C -2.32439 0.34992 -0.83148  C7 1.523, C9 1.480, H23 1.024, H24 1.131
9 C -2.84761 -0.52111 0.24471  C8 1.480, N10 1.328, O11 1.269
10 N -3.77313 -1.40162 -0.11842  C9 1.328, H25 1.002, H26 1.038
11 O -2.47580 -0.36896 1.44865  C9 1.269
12 C -0.84735 2.17045 0.26345  C7 1.517, O13 1.186, O14 1.342
13 O -0.95997 3.27241 -0.15942  C12 1.186
14 O -0.75735 1.74047 1.53115  C12 1.342, H27 0.890
15 H 4.54157 -0.91076 0.17774  C1 1.071
16 H 4.26103 0.62464 0.59315  C1 1.052
17 H 3.75651 0.20262 -1.07810  C1 1.141
18 H 2.27177 -0.44817 1.56686  C2 1.079
19 H 1.88519 -1.97212 -0.86669  N3 1.029
20 H 2.36444 -2.55374 0.47498  N3 0.991
21 H 0.15009 -0.88963 -0.34637  N6 1.047
22 H -0.58883 1.42695 -1.55748  C7 1.127
23 H -2.38369 -0.13590 -1.73125  C8 1.024
24 H -3.05523 1.20323 -0.96001  C8 1.131
25 H -3.87177 -1.71019 -1.06688  N10 1.002
26 H -4.18269 -2.04589 0.58426  N10 1.038
27 H -1.03872 0.90869 1.67529  O14 0.890

Output
**Frontier orbital gap**: 9.897 eV
**Molecular weight**: 203.198 g mol⁻¹
**HOMO**: -0.351 hartree
**Spin multiplicity**: 1

Results of the Mulliken charge analysis, in e, for atoms 1 through 2: -1.28, 0.54

(iii)
Computed, not measured: an isolated molecule of C7H13N3O4, with wB97M-V/def2-TZVPD.

Bonds (Å) are listed after each position.
Positions of all 27 atoms, in Å:
1 N -2.95962 0.57355 2.50698  C2 1.480, H15 1.096, H16 1.027
2 C -2.42759 0.04575 1.23030  N1 1.480, C3 1.524, H17 1.102, H18 1.107
3 C -1.14313 -0.66703 1.63682  C2 1.524, O4 1.179, N5 1.376
4 O -0.98223 -1.11141 2.71679  C3 1.179
5 N -0.02018 -0.66783 0.84168  C3 1.376, C6 1.464, H19 1.031
6 C -0.08353 -0.99121 -0.58479  N5 1.464, C7 1.512, C12 1.569, H20 1.052
7 C -0.24655 0.37706 -1.20698  C6 1.512, C8 1.498, H21 1.064, H22 1.118
8 C 0.55006 1.57095 -0.77662  C7 1.498, C9 1.575, H23 1.025, H24 1.180
9 C 2.09017 1.41014 -1.06361  C8 1.575, N10 1.332, O11 1.254
10 N 2.71426 0.83673 -0.03653  C9 1.332, H25 1.030, H26 0.991
11 O 2.68068 1.91988 -2.04580  C9 1.254
12 C 1.27805 -1.59918 -1.07346  C6 1.569, O13 1.212, O14 1.309
13 O 1.58865 -2.66823 -0.59525  C12 1.212
14 O 1.92741 -1.14145 -2.11327  C12 1.309, H27 0.982
15 H -3.98431 0.95512 2.42657  N1 1.096
16 H -3.00652 -0.20489 3.17535  N1 1.027
17 H -2.34963 0.87205 0.50490  C2 1.102
18 H -2.97010 -0.72932 0.65454  C2 1.107
19 H 0.73938 -1.18116 1.31394  N5 1.031
20 H -0.90375 -1.59586 -0.84754  C6 1.052
21 H -1.24613 0.65101 -0.96721  C7 1.064
22 H -0.21505 0.16132 -2.30372  C7 1.118
23 H 0.39914 1.68115 0.23086  C8 1.025
24 H -0.01852 2.43414 -1.34623  C8 1.180
25 H 3.69263 0.67946 -0.31587  N10 1.030
26 H 2.22476 0.10935 0.42588  N10 0.991
27 H 2.67163 -1.72009 -2.38774  O14 0.982

Output
**Frontier orbital gap**: 10.144 eV
**Molecular weight**: 203.198 g mol⁻¹
**HOMO**: -0.359 hartree
**Spin multiplicity**: 1

Results of the Mulliken charge analysis, in e, for atoms 1 through 2: -0.65, -0.42

Stability, highest: (i)

(i)
Computed, not measured: an isolated molecule of C4H9F2NO, with wB97M-V/def2-TZVPD.

Bonds (Å) are listed after each position.
Positions of all 17 atoms, in Å:
1 C -0.98842 0.94190 0.83063  C2 1.548, H9 1.183, H10 1.165, H11 1.209
2 C -0.34691 -0.10010 -0.11713  C1 1.548, N3 1.411, C4 1.536, C6 1.530
3 N -1.23290 -1.10839 -0.55077  C2 1.411, H12 1.013, H13 1.047
4 C 0.22302 0.69683 -1.30047  C2 1.536, O5 1.404, H14 1.145, H15 1.093
5 O -0.79407 1.38138 -1.98451  C4 1.404, H16 1.031
6 C 0.84358 -0.77615 0.56565  C2 1.530, F7 1.384, F8 1.363, H17 1.059
7 F 1.76081 0.22622 0.82997  C6 1.384
8 F 0.57185 -1.36126 1.76680  C6 1.363
9 H -0.09304 1.29703 1.51674  C1 1.183
10 H -1.60074 1.73427 0.23572  C1 1.165
11 H -1.70076 0.23179 1.50173  C1 1.209
12 H -1.47317 -1.69841 0.23672  N3 1.013
13 H -2.12600 -0.69581 -0.90970  N3 1.047
14 H 0.70942 -0.00269 -2.06506  C4 1.145
15 H 1.04630 1.34635 -0.99295  C4 1.093
16 H -0.47532 1.59450 -2.94150  O5 1.031
17 H 1.31462 -1.45889 -0.09328  C6 1.059

Output
**Frontier orbital gap**: 10.278 eV
**Molecular weight**: 125.118 g mol⁻¹
**HOMO**: -0.353 hartree
**Spin multiplicity**: 1

Results of the Mulliken charge analysis, in e, for atoms 1 through 2: -1.21, 1.23

(ii)
Computed, not measured: a cluster of 2 separate species, C4H9F2NO in total, with wB97M-V/def2-TZVPD.

Bonds (Å) are listed after each position.
Positions of all 17 atoms, in Å:
1 C 1.25768 0.29483 1.26973  C3 1.541, H9 1.161, H10 1.048, H11 1.194
2 C -2.00224 0.33160 -0.63098  C4 1.476, H12 1.124, H13 1.189, H14 1.055
3 C -0.25180 0.09894 1.02682  C1 1.541, C4 1.476, H15 1.179, H16 1.057
4 C -0.58592 0.60417 -0.31934  C2 1.476, C3 1.476, O6 1.284
5 N 0.64902 -1.83625 -1.42550  F7 1.414, F8 1.427
6 O 0.21745 1.12706 -1.17346  C4 1.284, H17 1.006
7 F 1.70075 -1.04812 -1.94660  N5 1.414
8 F 1.32883 -2.76550 -0.58242  N5 1.427
9 H 1.84855 -0.22033 0.41346  C1 1.161
10 H 1.43597 0.01420 2.26319  C1 1.048
11 H 1.58571 1.44210 1.22875  C1 1.194
12 H -2.23797 0.62060 -1.69077  C2 1.124
13 H -2.68099 0.97536 0.10230  C2 1.189
14 H -2.15570 -0.68593 -0.39675  C2 1.055
15 H -0.42981 -1.06322 1.11411  C3 1.179
16 H -0.82995 0.68352 1.69149  C3 1.057
17 H 1.15041 1.42698 -0.94405  O6 1.006

Output
**Frontier orbital gap (spin up / spin down)**: 5.204 / 9.380 eV
**Molecular weight**: 125.118 g mol⁻¹
**HOMO (spin up / spin down)**: -0.224 / -0.326 hartree
**Spin multiplicity**: 1

Results of the Mulliken charge analysis, in e, for atoms 1 through 2: -1.37, -1.23

Stability, highest: (i)

(i)
Computed, not measured: a cluster of 7 separate species, C6H25NO7 in total, with wB97M-V/def2-TZVPD.

Bonds (Å) are listed after each position.
Positions of all 39 atoms, in Å:
1 C 1.77670 -1.75969 1.43688  C2 1.547, H9 1.102, H10 1.083, H11 1.114
2 C 1.94105 -0.50930 0.54068  C1 1.547, C3 1.581, C4 1.534, H12 1.086
3 C 3.11699 -0.61888 -0.51096  C2 1.581, H13 1.099, H14 1.078, H15 1.096
4 C 0.65145 -0.22295 -0.23997  C2 1.534, C5 1.527, H16 1.117, H17 1.096
5 C -0.57102 0.40459 0.42611  C4 1.527, N6 1.464, H18 1.145, H19 1.073
6 N -1.65159 0.83277 -0.46432  C5 1.464, C7 1.374, H20 1.050
7 C -2.28366 2.05240 -0.47038  N6 1.374, O8 1.219, H21 1.123
8 O -2.77552 2.49634 -1.49402  C7 1.219
9 H 1.27391 -2.56204 0.87365  C1 1.102
10 H 2.52723 -2.17600 2.09722  C1 1.083
11 H 0.90609 -1.42649 2.04669  C1 1.114
12 H 2.16232 0.37295 1.13326  C2 1.086
13 H 3.32507 -1.67596 -0.72634  C3 1.099
14 H 4.00428 -0.13776 -0.13189  C3 1.078
15 H 2.86272 -0.10662 -1.44565  C3 1.096
16 H 0.86870 0.48048 -1.08008  C4 1.117
17 H 0.45712 -1.14748 -0.79550  C4 1.096
18 H -1.09441 -0.34409 1.11571  C5 1.145
19 H -0.45310 1.33907 0.93968  C5 1.073
20 H -1.56634 0.42619 -1.42883  N6 1.050
21 H -2.35620 2.64819 0.47871  C7 1.123
22 O -3.26478 -2.77196 -0.50202  H23 0.964, H24 0.967
23 H -3.34450 -1.87980 -0.14620  O22 0.964
24 H -3.23626 -2.59743 -1.45265  O22 0.967
25 O 0.56688 -1.27758 4.22971  H26 0.950, H27 0.954
26 H 0.40308 -0.73274 3.46923  O25 0.950
27 H 0.81114 -2.15734 3.95487  O25 0.954
28 O 1.05454 3.60009 -0.93710  H29 0.965, H30 0.968
29 H 0.44176 4.10298 -1.48663  O28 0.965
30 H 0.43662 3.38248 -0.22513  O28 0.968
31 O -0.22957 2.42034 2.93310  H32 0.967, H33 0.968
32 H 0.02299 1.70118 3.52741  O31 0.967
33 H 0.00062 3.15949 3.51360  O31 0.968
34 O -0.73276 -3.07987 -3.41619  H35 0.963, H36 0.959
35 H -0.49892 -2.14608 -3.40758  O34 0.963
36 H -0.87929 -3.34942 -2.50780  O34 0.959
37 O -1.43156 0.72140 -3.14889  H38 0.960, H39 0.965
38 H -0.91406 1.47354 -3.44724  O37 0.960
39 H -2.32772 1.06500 -3.25115  O37 0.965

Output
**Frontier orbital gap**: 9.833 eV
**Molecular weight**: 223.266 g mol⁻¹
**HOMO**: -0.353 hartree
**Spin multiplicity**: 1

Results of the Mulliken charge analysis, in e, for atoms 1 through 2: -0.83, 0.93

(ii)
Computed, not measured: a cluster of 8 separate species, C6H25NO7 in total, with wB97M-V/def2-TZVPD.

Bonds (Å) are listed after each position.
Positions of all 39 atoms, in Å:
1 C -2.89587 -0.69657 0.21650  C2 1.597, H8 1.044, H9 1.090, H10 1.106
2 C -1.36917 -0.22946 0.17773  C1 1.597, C3 1.388, H11 1.051
3 C -0.36759 -0.87780 0.88794  C2 1.388, N4 1.390, C5 1.472
4 N -0.37142 -2.12796 1.49518  C3 1.390, H12 1.070, H13 1.022
5 C 0.90274 -0.15647 1.07234  C3 1.472, C6 1.343, H14 1.194
6 C 2.02786 -0.88306 0.97651  C5 1.343, C7 1.530, H15 1.074
7 C 3.45528 -0.33120 0.96861  C6 1.530, H16 1.160, H17 1.013, H18 1.196
8 H -3.36984 -0.95451 -0.67748  C1 1.044
9 H -3.69998 -0.13566 0.69262  C1 1.090
10 H -2.89356 -1.63124 0.80790  C1 1.106
11 H -1.30654 0.75528 -0.18488  C2 1.051
12 H -0.13665 -1.99203 2.53071  N4 1.070
13 H -0.95888 -2.93855 1.29069  N4 1.022
14 H 0.56406 0.98886 1.06093  C5 1.194
15 H 1.95972 -1.94619 0.84170  C6 1.074
16 H 3.34238 0.40615 0.08001  C7 1.160
17 H 4.11256 -1.05493 0.70148  C7 1.013
18 H 3.62221 0.10650 2.06945  C7 1.196
19 O 0.53499 2.15228 -2.46831  H20 1.025, H21 0.867
20 H 0.48557 1.43445 -3.19781  O19 1.025
21 H 1.37533 2.13549 -2.25466  O19 0.867
22 O -0.12932 2.75848 2.33234  H23 0.949, H24 0.908
23 H -1.05549 2.94213 2.23354  O22 0.949
24 H 0.17491 3.60626 2.21787  O22 0.908
25 O -1.44930 -0.68257 -3.04878  H26 1.015, H27 1.083
26 H -2.03880 -0.64716 -2.22296  O25 1.015
27 H -0.94691 0.27684 -3.02964  O25 1.083
28 O 0.93139 -2.29209 -2.11891  H29 0.991, H30 1.000
29 H -0.01286 -2.23856 -2.41473  O28 0.991
30 H 1.14770 -2.39105 -1.14804  O28 1.000
31 O -3.07532 2.66133 1.00209  H32 1.006, H33 0.926
32 H -2.43831 1.88953 0.89458  O31 1.006
33 H -3.00781 3.16130 0.22584  O31 0.926
34 O 1.06604 0.14996 -4.10803  H35 0.915, H36 0.947
35 H 1.95297 -0.00872 -3.95072  O34 0.915
36 H 0.64678 -0.67383 -4.31530  O34 0.947
37 O 0.92073 -0.48155 3.62987  H38 0.924, H39 0.968
38 H 0.47388 0.29853 3.41842  O37 0.924
39 H 1.82650 -0.35216 3.31541  O37 0.968

Output
**Frontier orbital gap**: 8.323 eV
**Molecular weight**: 223.266 g mol⁻¹
**HOMO**: -0.291 hartree
**Spin multiplicity**: 1

Results of the Mulliken charge analysis, in e, for atoms 1 through 2: -1.21, -0.98

Stability, highest: (i)

(i)
Computed, not measured: a cluster of 2 separate species, C2H9N3O in total, with wB97M-V/def2-TZVPD.

Bonds (Å) are listed after each position.
Positions of all 15 atoms, in Å:
1 H 2.35569 -0.15873 -0.56208  N2 1.041
2 N 1.45461 -0.67768 -0.52041  H1 1.041, C3 1.277
3 C 0.55845 0.22753 -0.43310  N2 1.277, N4 1.423, N5 1.316
4 N 0.84382 1.41783 0.29306  C3 1.423, H7 1.019, H8 1.036
5 N -0.54607 0.23899 -1.14798  C3 1.316, C6 1.520, H9 0.980
6 C -1.24611 -1.01458 -1.64714  N5 1.520, H10 1.105, H11 1.189, H12 1.211
7 H 0.24119 1.60456 1.09327  N4 1.019
8 H 1.79781 1.69097 0.59088  N4 1.036
9 H -1.08413 0.98130 -0.80146  N5 0.980
10 H -1.03964 -1.86622 -0.97419  C6 1.105
11 H -2.39652 -0.71824 -1.59966  C6 1.189
12 H -0.66794 -1.46764 -2.60987  C6 1.211
13 O -0.35239 0.16220 2.82968  H14 0.961, H15 0.969
14 H -0.51493 -0.74070 2.54370  O13 0.961
15 H 0.59615 0.32040 2.94529  O13 0.969

Output
**Frontier orbital gap**: 8.866 eV
**Molecular weight**: 91.114 g mol⁻¹
**HOMO**: -0.299 hartree
**Spin multiplicity**: 1

Results of the Mulliken charge analysis, in e, for atoms 1 through 2: 0.19, -0.76

(ii)
Computed, not measured: an isolated molecule of C2H9N3O, with wB97M-V/def2-TZVPD.

Bonds (Å) are listed after each position.
Positions of all 15 atoms, in Å:
1 C -0.97394 -1.17422 -0.87098  N3 1.788, N5 1.362, H11 1.094, H12 1.094
2 C -0.77474 1.43414 0.29119  N3 1.463, H13 1.090, H14 1.090, H15 1.089
3 N -0.16725 0.12337 0.05845  C1 1.788, C2 1.463, O6 1.424, H10 1.152
4 N 2.01574 0.61999 0.70706  O6 1.439, H7 1.017, H8 1.018
5 N -0.90282 -2.14557 0.08175  C1 1.362, H9 1.018
6 O 1.17592 0.24196 -0.39818  N3 1.424, N4 1.439
7 H 2.61601 1.34749 0.32769  N4 1.017
8 H 2.58958 -0.19930 0.89547  N4 1.018
9 H -0.17208 -2.81958 -0.13718  N5 1.018
10 H -0.26287 -0.75182 0.80203  N3 1.152
11 H -1.95643 -0.71401 -1.01043  C1 1.094
12 H -0.39359 -1.20793 -1.79829  C1 1.094
13 H -0.81683 1.98759 -0.64727  C2 1.090
14 H -0.19479 1.99016 1.02773  C2 1.090
15 H -1.78190 1.26772 0.67097  C2 1.089

Output
**Frontier orbital gap**: 8.699 eV
**Molecular weight**: 91.114 g mol⁻¹
**HOMO**: -0.288 hartree
**Spin multiplicity**: 1

Results of the Mulliken charge analysis, in e, for atoms 1 through 2: -0.18, -0.81

Stability, highest: (i)